57
Properties=species:S:1:pos:R:3:nbo_charge:R:1 method="wB97M-V/def2-TZVPD" orbital_gap_ev=6.7 energy_ev=-67622.566 e_above_lowest_ev=0.0000 charge=+4
V 0.40 0.28 0.65 1.228
N 1.31 -1.42 1.97 -0.858
C 1.02 -1.07 3.38 -0.342
C 0.88 0.41 3.54 0.672
O 0.89 0.99 4.58 -0.434
N 0.70 1.15 2.29 -0.617
C 0.37 2.53 2.64 -0.436
C 0.78 3.52 1.65 0.965
O 1.07 4.32 0.94 -0.166
O -0.11 1.54 -0.09 -0.428
H 0.93 -2.34 1.78 0.428
H 2.32 -1.53 1.89 0.408
H 1.78 -1.43 4.08 0.291
H 0.07 -1.52 3.68 0.276
H 0.88 2.83 3.57 0.377
H -0.70 2.72 2.82 0.324
C -3.86 -0.84 2.42 -0.424
N -3.99 -0.58 0.98 -0.328
C -5.38 -0.76 0.48 -0.420
C -2.99 -0.32 0.17 0.451
S -1.39 -1.02 0.72 0.082
N -3.10 0.30 -0.99 -0.366
C -2.28 0.02 -2.17 -0.416
C -4.16 1.31 -1.22 -0.418
H -4.70 -0.37 2.92 0.267
H -2.94 -0.42 2.81 0.207
H -3.90 -1.92 2.61 0.251
H -5.79 -1.62 1.00 0.262
H -5.37 -0.96 -0.59 0.234
H -5.99 0.12 0.70 0.249
H -1.61 -0.81 -1.98 0.206
H -1.74 0.91 -2.46 0.218
H -2.94 -0.26 -2.99 0.266
H -4.55 1.68 -0.28 0.235
H -4.97 0.91 -1.83 0.250
H -3.70 2.14 -1.77 0.244
C 4.37 0.22 -1.46 -0.249
C 3.34 0.23 -0.32 -0.251
N 1.98 -0.17 -0.83 -0.455
C 2.04 -1.62 -1.22 -0.251
C 3.31 -1.91 -2.05 -0.251
N 3.80 -0.60 -2.58 -0.331
C 2.67 0.15 -3.22 -0.254
C 1.73 0.61 -2.09 -0.247
H 5.31 -0.22 -1.15 0.280
H 4.57 1.22 -1.85 0.261
H 3.28 1.23 0.12 0.244
H 3.63 -0.47 0.46 0.231
H 1.14 -1.84 -1.79 0.246
H 2.04 -2.25 -0.34 0.240
H 3.10 -2.57 -2.89 0.281
H 4.11 -2.35 -1.46 0.258
H 4.53 -0.77 -3.28 0.483
H 2.18 -0.53 -3.92 0.258
H 3.07 0.99 -3.78 0.279
H 0.69 0.48 -2.39 0.248
H 1.87 1.67 -1.86 0.243